[1]
Formula: C33H28AgN8OS2SbSe4
Source: OMol25
Level of theory: wB97M-V/def2-TZVPD

Each line ends with the Löwdin charge.
CARTESIAN COORDINATES (ANGSTROEM)
Ag (-2.289, -0.437, -2.712)  0.37
C (5.390, -4.236, 8.554)  -0.10
O (4.298, -3.343, 8.535)  -0.09
C (3.695, -3.120, 7.332)  -0.29
C (4.069, -3.730, 6.144)  -0.03
C (3.376, -3.431, 4.975)  -0.03
C (2.324, -2.528, 4.969)  -0.15
C (1.957, -1.927, 6.177)  -0.01
C (2.630, -2.218, 7.342)  0.00
C (1.578, -2.195, 3.751)  -0.29
N (0.413, -1.599, 3.725)  0.19
C (0.088, -1.484, 2.391)  -0.16
C (1.085, -2.016, 1.608)  -0.14
N (2.038, -2.476, 2.493)  0.17
C (1.046, -2.042, 0.181)  -0.09
C (2.043, -2.557, -0.654)  -0.02
C (1.873, -2.502, -2.017)  -0.06
C (0.695, -1.940, -2.520)  -0.14
N (-0.259, -1.458, -1.749)  0.09
C (-0.105, -1.486, -0.415)  -0.15
C (-1.160, -0.891, 0.406)  -0.18
N (-2.173, -0.312, -0.256)  0.09
C (-3.132, 0.273, 0.427)  -0.20
C (-3.157, 0.289, 1.836)  -0.03
C (-2.127, -0.289, 2.524)  -0.01
C (-1.080, -0.892, 1.801)  -0.10
H (5.743, -4.264, 9.581)  0.09
H (6.199, -3.891, 7.903)  0.09
H (5.090, -5.243, 8.249)  0.09
H (4.879, -4.444, 6.110)  0.10
H (3.662, -3.945, 4.065)  0.11
H (1.128, -1.232, 6.174)  0.12
H (2.351, -1.758, 8.281)  0.12
H (2.938, -2.853, 2.263)  0.14
H (2.939, -2.998, -0.231)  0.10
H (2.621, -2.887, -2.697)  0.10
H (0.519, -1.882, -3.591)  0.09
H (-3.919, 0.764, -0.128)  -0.08
H (-4.007, 0.756, 2.316)  0.11
H (-2.093, -0.293, 3.607)  0.11
N (-2.439, 3.245, -2.157)  0.11
C (-1.449, 2.773, -1.340)  -0.30
C (-1.649, 2.890, 0.056)  -0.03
C (-0.717, 2.362, 0.909)  -0.08
C (0.417, 1.723, 0.393)  -0.09
C (0.518, 1.640, -0.974)  -0.16
N (-0.378, 2.146, -1.830)  0.09
C (-2.417, 3.417, -3.536)  -0.32
C (-3.657, 3.402, -4.199)  -0.06
C (-3.675, 3.638, -5.549)  -0.07
C (-2.474, 3.876, -6.221)  -0.10
C (-1.315, 3.864, -5.480)  -0.19
N (-1.266, 3.653, -4.160)  0.11
H (-3.388, 3.188, -1.724)  -0.04
H (-2.569, 3.336, 0.405)  0.05
H (-0.873, 2.423, 1.979)  0.11
H (1.165, 1.275, 1.034)  0.10
H (1.348, 1.102, -1.431)  0.10
H (-4.553, 3.167, -3.641)  0.06
H (-4.615, 3.614, -6.085)  0.11
H (-2.443, 4.048, -7.289)  0.08
H (-0.355, 4.034, -5.963)  0.09
S (-1.320, -0.118, -5.287)  0.57
C (0.219, 0.437, -5.044)  -1.18
N (0.718, 1.075, -4.009)  -0.07
C (2.127, 1.411, -4.040)  -0.26
C (2.498, 1.533, -5.510)  -0.46
S (1.484, 0.255, -6.298)  0.86
H (0.120, 1.528, -3.272)  0.06
H (2.708, 0.606, -3.569)  0.11
H (2.292, 2.335, -3.485)  0.12
H (3.556, 1.372, -5.703)  0.07
H (2.193, 2.501, -5.907)  0.07
Se (-8.305, 1.656, -2.663)  -0.38
Sb (-6.265, 0.960, -1.546)  -0.41
Se (-4.677, 0.294, -3.373)  -0.16
Se (-6.506, -0.837, 0.118)  -0.33
Se (-5.226, 2.891, -0.358)  -0.12

Its net charge is -2. The calculation puts the relative energy (zero: lowest compared OMol25 entry of this formula, charge and spin) at 0.0 kJ/mol. The value obtained for the strongest force on any atom is 0.7 eV Å⁻¹. The orbital gap is 3.41 eV.

=====

[2]
Formula: C6H5N2O5PmS
Source: OMol25
Level of theory: wB97M-V/def2-TZVPD

Each line ends with the Löwdin charge.
CARTESIAN COORDINATES (ANGSTROEM)
O (1.021, 0.792, -4.570)  0.21
C (1.083, 0.565, -3.441)  -0.06
Pm (0.532, 0.323, -1.112)  1.11
O (-2.035, 1.358, -3.782)  0.17
C (-1.553, 0.962, -2.806)  0.02
C (-1.401, -0.542, 0.090)  -0.14
O (-2.276, -0.995, 0.666)  0.19
C (1.146, -1.747, -0.050)  -0.16
O (1.430, -2.751, 0.465)  0.19
C (-0.296, -2.015, -2.040)  -0.28
O (-1.139, -2.814, -2.158)  0.16
H (0.864, -1.936, -2.241)  0.06
N (0.960, 0.138, 2.796)  0.12
C (0.474, 1.259, 2.243)  -0.90
N (-0.616, 1.786, 2.797)  0.17
S (1.352, 1.942, 0.945)  0.61
H (0.722, -0.063, 3.756)  0.14
H (1.871, -0.201, 2.489)  0.11
H (-1.040, 2.614, 2.402)  0.13
H (-1.099, 1.323, 3.553)  0.14

Its net charge is +2. The calculation puts the relative energy (zero: lowest compared OMol25 entry of this formula, charge and spin) at 129.3 kJ/mol. The multiplicity is 5. The value obtained for the strongest force on any atom is 7.1 eV Å⁻¹. The orbital gap (spin up / spin down) is 6.03 / 6.61 eV.